Here is the molecule C9H15N3O5 at a distorted geometry from OMol25. Energies are from the ωB97M-V functional and the def2-TZVPD basis.

Structure (XYZ):
```
32
Properties=species:S:1:pos:R:3:lowdin_charge:R:1
C 3.074 0.939 -0.904 0.0059
C 2.183 2.135 -0.257 -0.1358
N 2.815 3.259 0.092 -0.0049
O 4.201 3.431 -0.109 -0.0766
C 0.745 2.042 0.124 -0.2915
N 0.240 0.857 0.243 0.1605
C -1.005 0.983 0.701 -0.2157
C -1.737 -0.272 1.180 -0.1960
O -2.997 0.053 1.857 -0.0385
C -2.190 -1.193 -0.044 -0.2206
O -3.156 -2.142 0.538 -0.0252
C -1.137 -1.925 -0.819 -0.3431
O -1.803 -2.960 -1.557 -0.0147
C 0.023 -2.332 -0.025 -0.1766
O 1.072 -2.933 -0.880 -0.0631
C -1.234 2.320 0.921 -0.0411
N -0.151 2.975 0.537 0.1282
H 4.165 1.113 -0.739 0.0749
H 2.895 -0.042 -0.511 0.0528
H 3.067 0.875 -1.926 0.0326
H 4.577 3.521 0.760 0.0810
H -1.104 -0.890 1.910 0.1690
H -3.459 -0.793 1.902 0.0717
H -2.674 -0.565 -0.683 0.1206
H -3.250 -2.785 -0.157 0.0714
H -0.671 -1.247 -1.568 0.1661
H -1.622 -2.870 -2.510 0.1180
H -0.273 -2.995 0.740 0.1141
H 0.664 -1.538 0.450 0.1298
H 0.820 -3.656 -1.418 0.0478
H -2.067 2.653 1.481 0.1211
H -0.010 3.982 0.671 0.1781
```

As for the strongest force on any atom: 4.779 eV/Å. As for the SMILES: C/C(=N\O)c1nc([C@@H](O)[C@H](O)[C@H](O)CO)c[nH]1. As for the highest occupied orbital energy: -8.6 eV. Its spin multiplicity is 1.